1.
26
Properties=species:S:1:pos:R:3:forces:R:3 method="wB97M-V/def2-TZVPD" max_force_ev_per_a=8.42 relative_energy_kj_mol=0.0 charge=+1 lumo_ev=-4.308 total_energy_ev=-14631.334 homo_energy_ev=-10.74 orbital_gap_ev=6.435 mol_weight_g_mol=282.09
Cs -19.6047 -11.9160 -15.9558 8.21 1.46 1.22
C -19.9581 -12.8011 -13.5509 -1.56 0.03 3.15
C -18.9135 -12.9202 -12.4212 -0.73 -1.79 0.06
C -19.3982 -13.8905 -11.3068 -0.69 0.83 0.90
O -20.2597 -13.1063 -10.4959 -0.69 -0.34 -1.03
C -20.7756 -13.8708 -9.4340 0.59 -0.83 1.67
N -17.6512 -13.5784 -12.9919 -0.17 0.54 -0.68
H -17.0684 -12.8565 -13.3910 0.75 0.33 0.30
H -17.1680 -14.1528 -12.3160 0.49 0.15 0.52
H -17.7979 -14.1756 -13.7931 -0.72 -0.52 -0.27
H -20.9690 -12.6192 -13.1862 0.03 -0.06 1.09
H -20.1566 -13.7089 -14.1206 0.70 -0.36 0.08
H -19.8515 -11.9712 -14.2494 0.12 -1.09 5.65
H -18.5900 -11.9664 -12.0044 -0.17 -0.09 0.01
H -18.7428 -14.3720 -10.5810 1.56 0.56 -0.19
H -19.8037 -14.8098 -11.7292 -1.03 0.17 -0.59
H -19.9325 -14.2739 -8.8728 0.41 -0.31 0.04
H -21.3862 -14.7427 -9.6688 -0.21 0.21 -0.72
H -21.2784 -13.3217 -8.6379 -0.26 0.73 -0.78
C -21.4149 -13.3896 -19.1256 1.62 -1.24 0.45
C -21.5121 -12.1197 -18.3144 -6.10 -1.00 -5.18
O -22.5310 -11.4691 -18.5670 0.67 0.34 1.15
O -20.5775 -11.8014 -17.5944 -2.40 1.68 -6.58
H -21.9383 -13.3728 -20.0816 0.17 0.19 0.29
H -21.6371 -14.3222 -18.6070 -0.99 0.14 0.44
H -20.3489 -13.6044 -19.1998 0.38 0.27 -0.99

=====

2.
37
Properties=species:S:1:pos:R:3:forces:R:3 method="wB97M-V/def2-TZVPD" max_force_ev_per_a=1.24 relative_energy_kj_mol=0.0 charge=+3 lumo_ev=-12.474 total_energy_ev=-55927.159 homo_energy_ev=-20.49 orbital_gap_ev=8.019 mol_weight_g_mol=459.17
Mo -0.3977 0.0005 -0.4158 0.61 0.75 0.77
C 1.0802 4.7518 1.3564 -0.01 0.08 0.12
O 1.0889 3.6878 0.3276 0.01 -0.05 -0.05
C 0.6237 2.5353 0.5271 0.10 0.04 -0.03
O 0.6677 1.6843 -0.4483 -0.23 -0.45 0.04
N 0.0691 2.1156 1.6702 -0.03 -0.09 0.02
N -0.3125 0.7500 1.6802 -0.01 -0.05 0.02
H 1.4871 5.6186 0.8504 0.01 -0.01 -0.03
H 1.7281 4.4508 2.1775 0.01 -0.02 -0.01
H 0.0533 4.9382 1.6657 -0.01 -0.02 -0.03
H 0.0501 2.6448 2.5352 0.01 0.04 -0.02
H -1.2311 0.6508 2.1182 -0.03 0.09 0.00
H 0.3617 0.2208 2.2386 -0.03 -0.06 0.01
C 0.3588 -4.7267 0.8947 0.00 -0.14 -0.02
O 0.7544 -3.2818 0.8759 -0.51 -0.02 -0.07
P 0.4903 -2.2066 -0.1731 1.00 0.29 0.38
O 1.1002 -2.6752 -1.5281 -0.19 -0.09 -0.16
C 0.9584 -1.8164 -2.6992 0.00 -0.15 0.07
O 1.4142 -0.9498 0.3610 -0.04 0.03 -0.28
C 2.9019 -0.8298 0.3602 0.17 -0.02 -0.10
H 0.9235 -5.1455 1.7185 0.02 0.02 0.01
H 0.6464 -5.1740 -0.0513 0.01 0.02 -0.01
H -0.7086 -4.7853 1.0786 0.00 0.03 0.00
H 1.8712 -1.9155 -3.2790 0.03 0.01 0.01
H 0.8667 -0.7515 -2.3969 0.09 0.03 -0.09
H 0.0899 -2.1173 -3.2771 -0.03 -0.01 0.02
H 3.1327 0.2232 0.4748 -0.03 0.02 0.00
H 3.2892 -1.2130 -0.5797 -0.03 0.00 -0.02
H 3.2586 -1.4143 1.2026 -0.03 0.00 0.02
F -4.9394 1.5132 -0.6804 0.01 0.01 0.00
C -3.8324 1.4282 -1.3444 0.04 -0.06 0.06
F -3.9890 1.4496 -2.6315 -0.05 0.04 0.03
F -2.9383 2.3210 -0.9414 -0.01 0.02 0.01
S -3.0410 -0.2642 -0.9534 0.06 -0.03 -0.86
O -2.3124 -0.1933 0.3713 -0.49 -0.27 0.29
O -3.8589 -1.3440 -1.2996 -0.06 0.00 0.44
O -1.7051 -0.1800 -1.7853 -0.34 0.03 -0.55

=====

3.
29
Properties=species:S:1:pos:R:3:forces:R:3 method="wB97M-V/def2-TZVPD" max_force_ev_per_a=1.26 relative_energy_kj_mol=0.0 charge=+1 multiplicity=3 lumo_ev="-5.515 / -8.364" total_energy_ev=-23031.896 homo_energy_ev="-12.07 / -12.07" orbital_gap_ev="6.559 / 3.710" mol_weight_g_mol=391.28
Pt 1.4554 -1.4960 -2.9497 0.07 0.14 0.06
F 1.2970 -0.5874 -1.1887 0.16 -0.07 0.06
O 0.0799 4.5006 -0.7374 -0.06 -0.07 0.07
C -0.3444 3.9005 -1.7026 0.13 0.26 -0.04
N -0.4279 4.4758 -2.9376 0.10 -0.01 0.33
C -0.7985 2.4700 -1.6363 -0.02 -0.95 -0.34
H -0.6377 3.9438 -3.7601 -0.05 0.04 -0.03
H -0.0456 5.4021 -3.0320 -0.07 0.01 -0.08
H -1.7842 2.3243 -1.1956 -0.07 0.41 0.00
H -0.1135 1.8611 -1.0449 0.16 0.27 0.05
H -0.8200 2.0272 -2.6353 -0.11 -0.02 0.03
O -1.8024 -2.8223 1.6123 0.33 -0.13 0.10
C -1.4623 -1.8975 0.9019 -0.66 0.14 -0.25
N -0.9184 -2.0972 -0.3361 0.07 0.15 0.36
C -1.7127 -0.4653 1.3143 0.42 0.11 0.46
H -0.3794 -1.3568 -0.7667 -0.15 -0.19 -0.05
H -0.7299 -3.0615 -0.5607 -0.02 0.02 -0.18
H -1.4334 -0.3891 2.3679 -0.05 0.05 -0.03
H -2.7753 -0.2346 1.2799 -0.04 -0.10 -0.20
H -1.1532 0.2830 0.7519 -0.10 -0.07 -0.16
O 1.5467 -1.6575 3.5936 0.29 0.00 -0.03
C 1.6585 -1.6298 2.3319 -0.31 0.45 -1.14
N 1.6637 -0.5219 1.6339 0.14 -0.38 0.54
C 1.6337 -2.9516 1.6106 -0.52 -0.54 0.88
H 1.6405 -0.5846 0.6095 0.06 0.13 -0.05
H 1.6298 0.3809 2.0896 -0.04 0.04 -0.07
H 1.5809 -2.7868 0.5443 0.16 0.21 -0.16
H 0.7003 -3.4207 1.9469 0.05 -0.11 -0.18
H 2.4524 -3.6088 1.8954 0.14 0.20 0.05

=====

4.
25
Properties=species:S:1:pos:R:3:forces:R:3 method="wB97M-V/def2-TZVPD" max_force_ev_per_a=0.76 relative_energy_kj_mol=52.6 charge=-1 lumo_ev=3.153 total_energy_ev=-20151.829 homo_energy_ev=-3.27 orbital_gap_ev=6.423 mol_weight_g_mol=260.09
I 2.5943 2.5069 -2.3129 0.08 0.06 0.03
C -3.1777 2.0807 1.2434 -0.51 0.25 0.19
O -1.9351 1.7197 0.7201 0.02 -0.06 -0.11
C -0.9075 1.6541 1.6856 0.02 -0.31 -0.22
C 0.4041 1.2412 1.0484 0.05 0.42 0.62
N 0.3261 -0.0541 0.4269 -0.25 0.10 -0.01
C 1.6103 -0.6028 0.0513 -0.28 -0.06 -0.04
C 1.4331 -1.8700 -0.7399 0.39 -0.09 -0.11
O 0.7472 -1.6349 -1.9376 -0.32 0.13 0.11
C 0.5871 -2.7854 -2.7043 -0.08 -0.12 -0.39
H -3.4610 3.1042 0.9582 0.16 -0.06 -0.02
H -3.2102 2.0369 2.3409 0.10 -0.09 -0.07
H -3.9599 1.4128 0.8666 0.14 -0.03 -0.05
H -1.1875 0.8967 2.4411 0.01 0.19 0.09
H -0.7825 2.6284 2.1753 0.02 -0.05 0.08
H 1.1314 1.2616 1.8901 0.03 0.02 -0.15
H 0.7320 2.0064 0.3417 0.02 -0.18 -0.22
H -0.2081 -0.6848 1.0150 0.12 -0.11 -0.03
H 2.2230 -0.8951 0.9260 0.14 0.30 -0.03
H 2.1314 0.1452 -0.5548 0.06 -0.05 0.11
H 0.8886 -2.6055 -0.1223 -0.01 -0.11 -0.10
H 2.4341 -2.2734 -0.9613 -0.05 -0.12 0.09
H -0.2394 -2.6237 -3.4002 0.03 0.06 0.06
H 0.3460 -3.6631 -2.0898 0.03 -0.02 0.03
H 1.4802 -3.0021 -3.3073 0.07 -0.08 0.14

=====

5.
22
Properties=species:S:1:pos:R:3:forces:R:3 method="wB97M-V/def2-TZVPD" max_force_ev_per_a=1.74 relative_energy_kj_mol=85.3 charge=-1 multiplicity=2 lumo_ev="4.006 / 3.919" total_energy_ev=-7952.959 homo_energy_ev="1.49 / -4.86" orbital_gap_ev="2.513 / 8.781" mol_weight_g_mol=101.19
C 0.7246 1.9008 -1.3315 -0.51 0.33 0.68
C -0.2781 0.7971 -0.9394 1.14 -0.09 0.25
N 0.3331 -0.1787 -0.0114 -0.48 -0.14 0.68
C -0.2111 -0.0361 1.3567 0.31 -0.81 -0.58
C 0.5383 0.9827 2.2078 -1.54 0.59 0.55
C 0.2120 -1.5573 -0.4774 -0.85 -0.02 0.02
C -1.2185 -2.0146 -0.8359 -0.66 -0.50 0.17
H 1.7331 1.5933 -1.0580 0.02 -0.10 -0.26
H 0.4994 2.7897 -0.7352 0.15 0.14 -0.07
H 0.6620 2.1853 -2.3821 0.05 -0.08 -0.02
H -1.1651 1.1948 -0.4474 -0.16 0.24 -0.32
H -0.5783 0.2886 -1.8368 -0.31 -0.34 -0.34
H -0.1423 -1.0273 1.8158 0.21 0.12 0.07
H -1.2958 0.1323 1.3229 0.05 0.31 0.10
H 0.5551 0.6101 3.2316 0.70 -0.20 0.09
H -0.0594 1.8940 2.3641 0.16 0.08 -0.51
H 1.4920 1.2710 1.7937 0.36 -0.23 0.09
H 0.4988 -2.2574 0.3098 0.59 0.29 0.03
H 0.8904 -1.6861 -1.3131 0.07 -0.08 -0.28
H -1.6692 -2.6574 -0.0629 0.36 0.00 0.06
H -1.2683 -2.5996 -1.7562 0.09 0.08 -0.15
H -1.9686 -1.2287 -0.9095 0.27 0.38 -0.26

=====

6.
22
Properties=species:S:1:pos:R:3:forces:R:3 method="wB97M-V/def2-TZVPD" max_force_ev_per_a=1.28 relative_energy_kj_mol=73.5 charge=-1 multiplicity=2 lumo_ev="3.973 / 4.035" total_energy_ev=-7953.081 homo_energy_ev="1.52 / -4.67" orbital_gap_ev="2.453 / 8.709" mol_weight_g_mol=101.19
C 1.0538 0.3149 -0.0990 0.95 -0.39 0.76
C 1.4232 1.7873 -0.2220 -0.18 0.17 0.07
C 0.6933 2.5167 -1.3428 0.14 0.34 -0.81
C -0.2648 0.0257 0.5783 -0.34 0.48 -0.40
N -0.5014 -1.3839 0.8255 -0.74 -0.03 -0.41
C -1.8145 -1.5811 1.4378 0.29 -0.53 0.66
C -0.2633 -2.2613 -0.3327 -0.07 0.55 0.11
H 1.8417 -0.1930 0.4788 -0.11 0.15 0.18
H 1.1538 -0.1798 -1.0617 -0.33 0.23 -0.26
H 1.2574 2.3055 0.7287 -0.15 -0.11 0.05
H 2.5033 1.8619 -0.3593 0.07 -0.04 -0.31
H 1.2150 3.4265 -1.6804 -0.07 -0.03 0.38
H 0.6498 1.9080 -2.2488 0.00 -0.22 0.06
H -0.3408 2.8029 -1.1366 0.08 -0.11 0.29
H -0.3260 0.5625 1.5290 0.26 -0.10 0.20
H -1.0726 0.4904 -0.0132 -0.08 -0.20 -0.22
H -1.7245 -2.0512 2.4364 0.03 0.28 -0.09
H -2.4404 -2.2742 0.8819 -0.06 0.04 -0.28
H -2.3757 -0.6535 1.5504 0.02 0.13 -0.02
H -1.1422 -2.8527 -0.5678 -0.01 -0.40 0.24
H 0.6148 -2.8780 -0.1171 -0.02 -0.15 -0.43
H -0.1402 -1.6936 -1.2653 0.30 -0.07 0.22

=====

7.
22
Properties=species:S:1:pos:R:3:forces:R:3 method="wB97M-V/def2-TZVPD" max_force_ev_per_a=2.55 smiles="C=CCC.CCN" relative_energy_kj_mol=126.9 charge=0 lumo_ev=1.025 total_energy_ev=-7954.451 homo_energy_ev=-9.35 orbital_gap_ev=10.372 mol_weight_g_mol=101.19
C -0.4566 -0.8603 -2.8078 -0.28 -0.52 -0.05
C 0.0784 0.5329 -2.4672 -0.51 -0.16 -0.04
N -1.0285 1.3892 -1.9838 -0.67 -2.30 0.87
H -1.2735 -0.7855 -3.5632 0.57 -0.05 0.55
H 0.3271 -1.5457 -3.2045 -0.42 0.59 0.22
H -0.8762 -1.3577 -1.8985 0.24 0.42 -0.60
H 0.8982 0.4480 -1.7391 -0.02 0.01 -0.11
H 0.4653 1.0153 -3.3707 0.09 -0.13 0.11
H -1.4195 0.9739 -1.0937 0.58 0.66 -1.32
H -0.6599 2.2688 -1.7529 0.42 1.45 0.44
C 1.7552 0.6230 2.4326 0.13 -0.04 -0.57
C 0.2742 0.5302 1.9937 0.07 0.01 0.20
C -0.0959 -0.8343 1.4548 -1.88 -0.57 0.77
C -1.2414 -1.4950 1.7736 1.84 0.26 -0.91
H 2.4293 0.3862 1.5718 -0.50 0.21 0.60
H 2.0149 1.6365 2.7916 -0.16 -0.52 -0.12
H 1.9736 -0.1132 3.2160 -0.05 0.24 -0.08
H 0.0747 1.2975 1.2300 0.13 -0.20 0.02
H -0.4023 0.7817 2.8323 0.33 -0.17 -0.27
H 0.5778 -1.3295 0.7756 0.34 0.06 -0.26
H -1.4723 -2.4792 1.3430 0.16 0.51 0.21
H -1.9424 -1.0830 2.4663 -0.40 0.23 0.34

=====

8.
22
Properties=species:S:1:pos:R:3:forces:R:3 method="wB97M-V/def2-TZVPD" max_force_ev_per_a=1.38 smiles=CCCNCCC relative_energy_kj_mol=89.4 charge=0 lumo_ev=1.120 total_energy_ev=-7954.840 homo_energy_ev=-8.60 orbital_gap_ev=9.718 mol_weight_g_mol=101.19
C -1.0378 1.0853 0.8015 0.21 -0.15 -0.08
N -0.4690 -0.2394 0.5214 0.28 0.10 -0.23
C -0.7315 -0.7321 -0.8457 0.08 0.59 0.53
C -0.3148 -2.1789 -0.9898 -0.21 -1.05 -0.86
C 1.0653 -2.3455 -1.5967 0.90 0.20 0.18
C -0.0879 2.3050 0.7657 -0.50 -0.65 -1.04
C 1.2365 2.0589 1.4612 -0.69 -0.20 1.05
H -1.7905 1.2151 0.0353 -0.42 0.40 -0.06
H -1.5639 1.0789 1.7541 0.04 -0.17 0.27
H 0.5387 -0.2036 0.6258 -0.09 -0.14 0.25
H -0.2283 -0.1002 -1.5962 0.09 -0.19 -0.08
H -1.7869 -0.5898 -1.0442 -0.33 -0.21 0.11
H -1.0419 -2.7516 -1.5781 0.03 0.38 -0.40
H -0.3770 -2.7286 -0.0638 0.15 0.29 0.75
H 1.8254 -1.8841 -0.9731 0.10 0.29 0.40
H 1.4541 -3.3584 -1.7125 -0.54 -0.19 -0.07
H 1.1810 -1.8303 -2.5441 -0.28 -0.03 -0.36
H -0.6995 3.1417 1.1022 0.40 0.21 0.33
H 0.0976 2.4797 -0.2950 0.20 0.29 -0.12
H 1.7454 1.2602 0.9360 0.48 0.07 -0.09
H 1.0458 1.6861 2.4786 0.08 0.03 -0.12
H 1.8808 2.9239 1.5848 0.04 0.12 -0.37

=====

9.
22
Properties=species:S:1:pos:R:3:forces:R:3 method="wB97M-V/def2-TZVPD" max_force_ev_per_a=0.39 smiles=CC[C@H](C)N(C)C relative_energy_kj_mol=65.8 charge=0 lumo_ev=1.159 total_energy_ev=-7955.084 homo_energy_ev=-8.39 orbital_gap_ev=9.550 mol_weight_g_mol=101.19
C 0.1950 -0.2618 0.0279 0.16 0.19 -0.22
C 1.2270 0.8301 -0.3116 0.04 -0.16 0.36
C -1.5616 1.0677 0.9901 0.00 0.04 -0.09
C -2.1862 -0.6632 -0.4945 0.03 0.04 -0.01
C 0.4731 -1.4932 -0.8307 -0.13 0.15 0.26
C 2.5589 0.6334 0.4024 -0.15 0.07 -0.16
N -1.1509 0.2939 -0.1641 0.03 -0.12 -0.05
H 0.3258 -0.5560 1.0872 -0.02 0.02 -0.05
H 1.3831 0.8363 -1.3915 -0.09 0.04 -0.07
H 0.8234 1.8061 -0.0428 -0.04 0.02 -0.05
H -1.7550 0.4347 1.8726 0.02 -0.01 0.01
H -2.4748 1.6101 0.7471 -0.03 0.05 0.08
H -0.7948 1.7921 1.2539 0.02 0.06 0.05
H -1.9661 -1.1462 -1.4424 -0.06 -0.09 -0.01
H -2.3288 -1.4344 0.2800 -0.03 -0.04 0.01
H -3.1246 -0.1199 -0.6058 -0.05 -0.05 -0.01
H -0.1426 -2.3388 -0.5358 -0.03 -0.11 -0.04
H 1.5144 -1.7815 -0.7103 0.08 -0.04 -0.02
H 0.2985 -1.2722 -1.8808 -0.02 0.01 -0.15
H 3.0128 -0.3186 0.1369 0.11 -0.09 0.02
H 2.4208 0.6556 1.4817 0.03 -0.01 0.12
H 3.2527 1.4258 0.1306 0.13 0.02 0.02

=====

10.
22
Properties=species:S:1:pos:R:3:forces:R:3 method="wB97M-V/def2-TZVPD" max_force_ev_per_a=1.49 smiles=CCCC[C@H](C)N relative_energy_kj_mol=63.4 charge=0 lumo_ev=1.141 total_energy_ev=-7955.110 homo_energy_ev=-9.09 orbital_gap_ev=10.228 mol_weight_g_mol=101.19
C -1.3777 2.2145 -0.7385 0.63 -0.73 -0.87
C -0.7130 0.8573 -1.0790 -1.43 -0.37 0.19
C -0.1289 0.2304 0.1952 0.31 -0.16 -1.27
C 0.5968 -1.0823 -0.1159 0.74 0.24 0.32
C 1.6950 -1.5054 0.9263 -0.64 -0.76 -1.05
C 1.6644 -0.7952 2.2731 0.86 -0.13 -0.07
N -1.6556 -0.1136 -1.6819 0.24 -0.15 0.46
H -0.5979 2.9752 -0.8193 -0.31 0.27 0.37
H -1.8344 2.1626 0.2423 -0.01 0.24 0.24
H -2.1569 2.4093 -1.4771 0.06 0.25 0.03
H 0.0455 0.9821 -1.8403 0.50 0.27 0.00
H -0.9642 0.0680 0.8810 0.19 0.24 0.29
H 0.5986 0.9561 0.5679 -0.24 -0.04 0.43
H 1.0844 -0.9338 -1.0852 -0.03 -0.15 0.05
H -0.0927 -1.9057 -0.2621 -0.29 0.03 0.02
H 2.6496 -1.4433 0.4054 0.28 0.50 0.34
H 1.6078 -2.5939 1.0301 -0.22 0.14 0.38
H 2.0271 -1.4443 3.0646 -0.26 -0.29 0.16
H 2.4072 0.0026 2.2874 -0.35 0.44 -0.09
H 0.6783 -0.4145 2.5267 0.07 0.00 0.11
H -2.2641 -0.4768 -0.9577 -0.16 -0.03 -0.06
H -2.2405 0.2876 -2.4023 0.06 0.17 0.01

=====

11.
22
Properties=species:S:1:pos:R:3:forces:R:3 method="wB97M-V/def2-TZVPD" max_force_ev_per_a=3.76 relative_energy_kj_mol=675.7 charge=0 lumo_ev=-1.194 total_energy_ev=-7948.763 homo_energy_ev=-6.59 orbital_gap_ev=5.391 mol_weight_g_mol=101.19
C -0.8619 -0.5297 -1.0912 -2.28 0.67 -1.11
C -0.2464 -1.8553 -0.8279 0.40 1.74 0.12
C -0.9723 -2.8538 0.0568 -0.76 -0.19 0.09
C 0.8769 -1.0990 -0.0844 2.23 -2.98 0.51
N 0.4754 1.5202 0.1786 -0.18 0.16 0.71
C 1.0442 2.7411 -0.3515 -0.47 -0.38 0.14
C -0.2685 1.7922 1.3840 0.08 0.13 -0.42
H -0.3821 0.3981 -1.3941 0.48 -0.64 -0.64
H -1.9474 -0.3727 -1.0642 0.17 -0.12 0.66
H 1.7175 -1.7538 0.2177 -0.44 -0.42 0.13
H 0.0465 -2.3482 -1.7621 0.41 0.34 0.01
H -1.9577 -2.5069 0.3789 0.16 0.27 0.17
H -0.3713 -3.0804 0.9367 -0.07 0.00 0.05
H -1.2006 -3.8000 -0.4382 0.32 0.06 -0.17
H 1.3866 -0.4208 -0.7413 -0.24 0.69 0.27
H 0.4459 -0.7322 0.8411 0.34 0.63 -0.17
H 1.9636 2.4896 -0.8841 -0.12 0.26 -0.28
H 0.3449 3.3001 -0.9785 -0.02 0.12 -0.46
H 1.2825 3.4482 0.4567 0.16 -0.11 0.03
H -0.4427 0.8512 1.9137 -0.14 0.12 0.17
H 0.2974 2.5015 1.9992 0.16 -0.20 0.37
H -1.2307 2.3107 1.2539 -0.22 -0.15 -0.19

=====

12.
23
Properties=species:S:1:pos:R:3:forces:R:3 method="wB97M-V/def2-TZVPD" max_force_ev_per_a=6.39 relative_energy_kj_mol=181.8 charge=+2 multiplicity=2 lumo_ev="-6.674 / -10.713" total_energy_ev=-9426.221 homo_energy_ev="-18.33 / -19.36" orbital_gap_ev="11.659 / 8.649" mol_weight_g_mol=115.20
C 1.5505 0.9418 2.4413 0.82 -4.28 0.14
C 0.9037 1.1276 1.0825 3.24 0.78 -1.41
C 0.4741 -0.1787 0.4757 -0.80 -2.06 1.31
C -0.0161 -0.0724 -0.9473 0.79 1.59 -1.52
N -1.8168 -2.7462 -2.8032 1.65 1.60 2.15
C -0.7856 -1.9407 -2.3460 -2.21 -2.61 -4.61
C -0.9874 -1.0746 -1.3769 -0.84 2.42 3.06
N -0.1983 2.2167 1.1729 5.20 1.68 3.30
H 2.6754 0.8702 2.4225 -1.26 -0.03 -0.29
H 1.3291 1.7153 3.0446 -0.52 2.97 2.20
H 1.1642 0.0065 3.0522 0.64 1.63 -1.49
H 1.7792 1.6216 0.4414 -2.21 -0.94 0.87
H 1.3151 -0.9255 0.4311 -0.38 1.11 0.46
H -0.2452 -0.7350 1.1908 0.65 1.07 -1.06
H 0.8855 -0.1154 -1.5883 -0.48 0.18 0.08
H -0.4706 0.9564 -1.1451 0.25 -1.16 0.15
H -1.6598 -3.6405 -3.2202 0.17 -0.41 -0.95
H -2.6997 -2.5956 -2.3533 -0.67 -0.40 0.23
H -0.0402 -1.8141 -3.1100 1.20 -0.51 0.45
H -1.9033 -1.0096 -0.7893 -0.17 -0.63 -0.28
H -0.4043 2.2129 2.2122 0.66 0.99 -0.99
H -1.0643 2.0114 0.8927 -4.25 -0.96 -2.79
H 0.2146 3.1679 0.8199 -1.47 -2.01 0.99